The following is a quantum chemistry calculation of C42H55GeN5OY as an isolated structure at a distorted geometry, from the OMol25 dataset.

XYZ file:
```
105
Properties=species:S:1:pos:R:3:forces:R:3
Y -0.205 1.065 -0.866 0.266 0.434 -0.874
C -1.291 3.403 -3.400 0.029 0.119 -0.008
C -1.075 2.152 -4.231 -0.016 -0.085 -0.043
N -0.473 1.024 -3.475 -0.030 0.083 0.060
C 0.843 0.621 -4.003 -0.004 -0.013 -0.006
C 1.917 1.557 -3.496 0.017 -0.003 0.004
N 2.057 1.433 -2.026 0.076 -0.086 -0.084
C 3.075 2.397 -1.535 -0.018 -0.023 0.075
C 2.516 3.781 -1.234 0.075 0.046 -0.067
C 1.817 3.868 0.112 -0.055 -0.094 0.075
N 0.459 3.268 0.119 0.084 0.207 0.076
C -0.585 4.296 -0.083 0.037 0.001 -0.004
C -1.956 3.656 -0.024 0.022 -0.015 0.010
N -2.115 2.661 -1.115 0.009 0.040 0.016
C -2.451 3.307 -2.413 -0.025 -0.022 0.041
H -1.494 4.231 -4.084 -0.047 -0.027 -0.003
H -0.366 3.673 -2.879 0.004 -0.032 -0.005
H -0.446 2.378 -5.094 0.036 0.035 0.032
H -2.037 1.829 -4.636 0.013 0.006 -0.017
H -1.090 0.227 -3.549 -0.058 -0.044 -0.045
H 0.844 0.598 -5.097 0.020 0.034 -0.007
H 1.061 -0.396 -3.664 -0.016 0.054 0.010
H 1.668 2.592 -3.739 -0.034 -0.001 -0.003
H 2.872 1.337 -3.982 -0.006 -0.026 -0.012
H 2.468 0.510 -1.872 0.002 -0.010 -0.012
H 3.883 2.457 -2.270 -0.019 0.050 -0.021
H 3.520 1.978 -0.630 -0.020 0.001 0.019
H 1.852 4.116 -2.038 -0.029 -0.009 0.009
H 3.344 4.492 -1.234 0.024 -0.034 0.029
H 1.749 4.906 0.446 0.012 0.026 -0.047
H 2.416 3.342 0.859 -0.005 0.013 -0.005
H 0.300 2.884 1.051 -0.023 0.027 0.090
H -0.410 4.783 -1.044 -0.035 0.006 -0.006
H -0.507 5.075 0.680 -0.035 -0.010 0.035
H -2.737 4.417 -0.081 0.021 0.044 -0.029
H -2.066 3.127 0.922 -0.001 0.008 0.019
H -2.894 2.067 -0.850 -0.083 -0.005 0.028
H -2.844 4.306 -2.209 0.016 0.010 -0.009
H -3.268 2.749 -2.875 0.018 -0.016 -0.012
C -0.826 0.907 1.341 -0.083 -0.207 0.231
C -0.827 0.866 2.563 -0.053 0.037 0.146
C -0.814 0.774 3.988 -0.018 0.003 0.084
C -1.771 0.002 4.654 -0.037 -0.008 0.020
C -1.733 -0.111 6.033 0.013 0.002 0.028
C -0.746 0.546 6.758 -0.016 -0.010 0.008
C 0.201 1.320 6.103 -0.005 0.011 0.011
C 0.171 1.435 4.724 0.005 0.023 0.013
H -2.550 -0.494 4.087 0.042 0.005 -0.006
H -2.477 -0.705 6.547 0.006 -0.002 -0.008
H -0.720 0.457 7.836 -0.005 0.005 -0.005
H 0.965 1.835 6.671 0.001 -0.004 -0.011
H 0.919 2.023 4.207 -0.019 -0.017 0.002
C 4.447 -1.709 -2.910 0.030 0.014 -0.015
C 3.126 -2.125 -3.019 0.028 -0.006 -0.027
C 2.270 -2.001 -1.934 -0.046 -0.068 0.003
C 2.717 -1.484 -0.713 0.045 0.048 -0.031
C 4.051 -1.073 -0.623 0.030 0.016 0.149
C 4.907 -1.186 -1.709 0.022 0.001 -0.032
Ge 1.456 -1.181 0.749 -0.191 -0.091 0.132
C 2.285 -0.542 2.378 0.018 -0.131 0.022
C 2.129 -1.270 3.557 -0.068 -0.084 -0.021
C 2.736 -0.850 4.733 0.053 0.022 0.021
C 3.506 0.303 4.745 0.026 0.000 -0.007
C 3.662 1.044 3.580 0.008 -0.023 0.069
C 3.051 0.622 2.410 0.028 0.096 -0.115
C 0.292 -2.719 1.017 0.074 -0.048 0.201
C -0.749 -2.653 1.949 0.047 0.118 0.012
C -1.438 -3.794 2.328 0.013 -0.030 0.012
C -1.115 -5.022 1.765 -0.041 0.025 0.036
C -0.100 -5.102 0.824 -0.048 -0.083 0.010
C 0.605 -3.962 0.462 0.112 0.051 -0.121
H 5.120 -1.807 -3.752 -0.012 -0.005 0.002
H 2.771 -2.554 -3.949 -0.009 -0.003 0.004
H 1.239 -2.328 -2.035 -0.027 -0.029 0.040
H 4.436 -0.686 0.315 -0.031 -0.004 -0.015
H 5.941 -0.880 -1.613 -0.013 -0.004 -0.003
H 1.536 -2.177 3.566 0.006 0.010 -0.011
H 2.608 -1.427 5.639 -0.003 -0.001 -0.008
H 3.987 0.624 5.659 -0.007 0.001 -0.003
H 4.265 1.943 3.588 -0.001 -0.002 -0.014
H 3.187 1.212 1.507 -0.008 -0.028 -0.015
H -1.002 -1.700 2.397 -0.020 0.008 0.017
H -2.221 -3.728 3.073 -0.001 0.006 -0.004
H -1.646 -5.915 2.069 0.007 0.004 -0.010
H 0.168 -6.059 0.396 0.007 0.018 -0.003
H 1.436 -4.066 -0.225 0.019 0.038 -0.041
O -1.604 -0.559 -1.402 -0.079 -0.296 -0.159
C -2.573 -1.323 -1.656 -0.008 -0.150 0.097
C -3.924 -1.084 -1.040 0.069 0.080 -0.073
C -4.537 -2.292 -0.277 -0.058 0.033 0.009
C -3.701 -3.570 -0.295 0.060 -0.041 0.088
C -3.679 -4.284 -1.642 -0.052 -0.058 -0.058
C -3.467 -3.310 -2.793 0.017 0.052 -0.079
N -2.412 -2.335 -2.493 -0.045 0.098 0.133
H -4.590 -0.761 -1.846 -0.002 -0.016 0.001
H -3.795 -0.234 -0.371 -0.024 -0.021 0.028
H -5.535 -2.494 -0.671 0.013 -0.015 -0.013
H -4.679 -1.985 0.758 0.017 -0.006 0.000
H -4.084 -4.253 0.464 -0.001 0.007 -0.020
H -2.678 -3.341 0.018 -0.033 0.011 -0.018
H -4.621 -4.807 -1.822 -0.001 0.022 0.019
H -2.895 -5.045 -1.642 0.010 0.017 0.001
H -4.377 -2.746 -3.004 -0.013 -0.027 0.024
H -3.193 -3.813 -3.718 0.004 -0.029 0.024
H -1.462 -2.535 -2.769 0.024 -0.027 -0.064
```
Positions in Å, forces in eV/Å.

Computed properties:
Total energy, eV: -111493.4580
2S+1: 2
Energy above the lowest of the compared OMol25 structures with the same formula, charge and spin, eV: 0.300
Total charge: +2
HOMO-LUMO gap (spin up / spin down), eV: 7.45 / 6.41
Highest occupied orbital energy (spin up / spin down), eV: -11.78 / -12.67


The following is a quantum chemistry calculation of C14H34BN2O4PSi2 as an isolated structure at a distorted geometry, from the OMol25 dataset.

XYZ file:
```
58
Properties=species:S:1:pos:R:3:forces:R:3
C 2.606 1.750 -1.501 -1.430 -3.458 5.118
C 2.229 0.979 -0.488 2.295 3.803 -6.431
Si 1.980 -0.508 0.691 -0.365 -0.311 2.094
C 3.207 -1.956 0.435 0.430 -0.948 0.217
C 4.769 -1.542 0.418 0.217 -1.406 -0.748
C 5.173 -0.897 -1.010 0.523 -0.093 0.736
C 2.264 0.196 2.486 -0.213 1.226 -0.701
C 3.448 1.320 2.446 0.271 -0.452 0.331
N 2.940 2.706 2.136 1.341 0.188 0.433
O 0.377 -1.179 0.698 1.050 1.429 -2.477
Si -0.466 -0.945 -0.805 -1.997 1.836 1.794
O -1.107 0.694 -0.957 0.613 -1.513 1.708
C -1.373 1.180 0.388 0.483 1.352 1.081
C -2.475 2.348 0.480 0.948 0.669 -0.231
O -2.555 2.714 1.911 -1.698 -0.301 -1.419
C -3.891 3.159 2.255 -0.700 -0.024 2.109
C -4.969 1.932 2.401 0.228 0.716 -1.237
B 0.497 -1.549 -2.388 2.034 0.333 -2.975
N 0.930 -2.987 -2.576 -1.617 1.880 1.168
O 0.750 -0.530 -3.422 0.440 -1.875 1.805
P -2.279 -2.254 -0.680 -0.114 -1.245 0.169
C -3.657 -1.422 0.324 -1.387 -0.398 -0.326
C -2.864 -2.508 -2.496 0.262 0.892 -0.624
C -3.197 -1.130 -3.271 -0.487 -0.835 -0.663
H 3.017 2.489 -2.290 -1.122 -1.689 1.833
H 2.899 -2.601 -0.486 0.839 1.136 1.401
H 3.069 -2.667 1.352 -0.078 1.320 -1.481
H 5.372 -2.538 0.506 -1.074 1.741 0.003
H 5.064 -0.917 1.335 -0.564 -0.768 -1.509
H 6.148 -1.391 -1.395 -1.704 0.797 0.541
H 5.404 0.224 -0.876 -0.677 -1.684 -0.542
H 4.308 -1.114 -1.739 1.512 0.655 0.963
H 2.461 -0.640 3.258 -0.353 1.414 -1.234
H 1.289 0.793 2.719 1.680 -1.162 -0.029
H 3.913 1.340 3.498 -0.553 0.004 -1.640
H 4.277 1.090 1.681 -1.140 -0.142 1.251
H 3.541 3.334 2.718 -0.937 -0.529 -0.684
H 3.170 2.987 1.161 -0.364 -0.624 0.903
H -0.372 1.639 0.780 -1.793 -0.653 -0.437
H -1.663 0.370 1.152 0.290 1.013 -1.259
H -2.070 3.311 -0.043 -0.794 -1.818 0.518
H -3.508 2.077 0.045 1.661 0.184 0.699
H -3.814 3.614 3.326 0.164 -0.667 -1.958
H -4.281 4.001 1.573 0.623 -1.381 0.750
H -5.808 2.164 3.156 1.459 -0.231 -1.156
H -4.411 0.972 2.713 -0.952 1.534 -0.592
H -5.461 1.841 1.347 0.743 -0.399 1.983
H 0.772 -3.421 -1.636 -0.010 -0.113 -1.392
H 0.254 -3.375 -3.268 1.014 -0.086 0.514
H 1.711 -0.494 -3.639 -1.095 -0.364 -0.091
H -4.177 -0.594 -0.280 0.888 -0.879 1.245
H -4.469 -2.240 0.506 1.457 1.388 -0.317
H -3.289 -1.104 1.363 -0.455 -0.280 -1.749
H -2.019 -3.035 -3.102 -1.466 0.682 1.345
H -3.764 -3.219 -2.436 1.305 1.139 -0.257
H -2.255 -0.487 -3.496 -1.665 -1.096 0.724
H -3.993 -0.554 -2.673 1.365 -0.618 -1.035
H -3.651 -1.427 -4.305 0.668 0.710 1.755
```
Positions in Å, forces in eV/Å.

Computed properties:
Total energy, eV: -51958.8739
2S+1: 1
HOMO-LUMO gap, eV: 7.66
Highest occupied orbital energy, eV: -7.66


| no. | M (g/mol) |
| --- | --- |
| 1 | 807.452 |
| 2 | 392.394 |